{
  "formula": "C3H6O2",
  "method": "the ωB97M-V functional and the def2-TZVPD basis",
  "relative_energy_kcal_mol": 38.8,
  "lumo_ev": 0.95,
  "smiles": "COCC=O",
  "symbols": ["C", "O", "C", "C", "O", "H", "H", "H", "H", "H", "H"],
  "xyz": [[0.86152, -1.13266, 0.59282], [0.53439, -0.60119, -0.67695], [0.09910, 0.73455, -0.62495], [-1.37632, 0.78130, -0.26053], [-1.87228, 1.58181, 0.49339], [1.92870, -0.99063, 0.81104], [0.27697, -0.66773, 1.39809], [0.63886, -2.20252, 0.57631], [0.21837, 1.15183, -1.63337], [0.67030, 1.35374, 0.08180], [-1.97960, -0.00850, -0.75766]],
  "forces_ev_per_angstrom": [[0.0, -0.2, 0.3], [0.0, 0.0, -0.1], [0.0, 0.2, 0.0], [-0.1, 0.3, 0.2], [0.2, -0.3, -0.3], [-0.2, 0.0, 0.0], [0.0, -0.1, -0.1], [0.1, 0.1, 0.0], [0.0, 0.0, 0.1], [0.0, -0.1, -0.1], [0.0, 0.1, 0.1]]
}

---

{
  "formula": "C41H47N9RhS3",
  "method": "the ωB97M-V functional and the def2-TZVPD basis",
  "spin_multiplicity": 5,
  "relative_energy_kcal_mol": 0.0,
  "lumo_ev": [-8.00, -11.36],
  "total_charge": 3,
  "symbols": ["Rh", "C", "C", "C", "C", "C", "C", "C", "C", "N", "C", "C", "C", "C", "N", "C", "C", "C", "C", "C", "C", "C", "C", "H", "H", "H", "H", "H", "H", "H", "H", "H", "H", "H", "H", "H", "H", "H", "H", "H", "H", "H", "H", "H", "H", "H", "H", "S", "C", "N", "C", "C", "C", "N", "H", "H", "H", "H", "C", "C", "C", "N", "N", "C", "N", "S", "H", "H", "H", "H", "H", "H", "H", "C", "C", "C", "C", "N", "C", "C", "H", "H", "H", "H", "H", "H", "H", "S", "C", "N", "C", "C", "C", "C", "C", "C", "H", "H", "H", "H", "H"],
  "xyz": [[-0.22522, 0.61941, 0.06743], [-0.40872, -0.68543, 3.68719], [1.04952, -0.98897, 3.47322], [1.88043, -0.95243, 4.58062], [3.21868, -1.29410, 4.50029], [3.73036, -1.69818, 3.28643], [2.94151, -1.75315, 2.14354], [3.62924, -2.20248, 0.87097], [1.58662, -1.37408, 2.23080], [0.79414, -1.29632, 1.01995], [0.58213, -2.32500, 0.30556], [0.90329, -3.72346, 0.74645], [-0.07518, -2.16650, -1.05774], [0.00365, -3.31564, -2.00661], [-0.74095, -1.10602, -1.32759], [-1.53213, -0.93328, -2.49260], [-2.89064, -1.43962, -2.44974], [-3.43932, -2.14076, -1.24923], [-3.67848, -1.31191, -3.56338], [-3.19432, -0.69733, -4.72647], [-1.88198, -0.21425, -4.77558], [-1.03762, -0.30955, -3.69855], [0.35327, 0.20579, -3.84170], [-0.55310, -0.17337, 4.63723], [-0.99426, -1.60041, 3.72023], [-0.81655, -0.06598, 2.89605], [1.45247, -0.66317, 5.53723], [3.84875, -1.26388, 5.38102], [4.77411, -1.98985, 3.20499], [4.49458, -1.56535, 0.66554], [2.98825, -2.17107, 0.00350], [4.01397, -3.21963, 0.99175], [1.13006, -3.74228, 1.80917], [1.76699, -4.12640, 0.20903], [0.06043, -4.39077, 0.54330], [0.98415, -3.79021, -1.96892], [-0.20663, -3.00013, -3.02730], [-0.73392, -4.07837, -1.73212], [-3.53978, -1.44732, -0.41841], [-2.79048, -2.95562, -0.91547], [-4.41944, -2.55853, -1.46761], [-4.68569, -1.71314, -3.54175], [-3.83601, -0.61544, -5.59895], [-1.50465, 0.22599, -5.69230], [0.59672, 0.33473, -4.89590], [1.07129, -0.47227, -3.39520], [0.44912, 1.17892, -3.34722], [-1.00998, 2.94722, -0.80712], [-1.83923, 3.37562, -2.25121], [-2.39684, 4.61848, -2.30354], [-3.06598, 5.08108, -3.38150], [-3.19410, 4.27872, -4.47260], [-2.60229, 3.02008, -4.38659], [-1.94809, 2.57512, -3.31209], [-2.28043, 5.20752, -1.49031], [-3.46944, 6.08325, -3.32015], [-3.72258, 4.60673, -5.35661], [-2.65427, 2.33664, -5.22982], [3.94513, -2.63385, -2.58309], [4.47574, -1.20377, -2.62369], [3.61861, -0.17655, -1.93875], [2.47623, -0.35121, -1.38270], [1.87127, 0.83158, -0.95134], [2.62342, 1.89786, -1.19775], [2.34908, 3.16067, -0.84629], [4.11639, 1.49935, -1.96145], [4.52616, -3.25288, -3.26683], [2.89899, -2.66848, -2.90194], [4.02909, -3.07068, -1.58774], [4.57169, -0.88631, -3.66731], [5.48555, -1.15300, -2.20838], [1.42172, 3.40206, -0.53129], [2.94923, 3.90490, -1.16066], [2.49742, 4.75513, 4.39523], [1.86637, 3.73043, 3.49728], [0.48715, 3.68282, 3.29681], [-0.05004, 2.75186, 2.43566], [0.69393, 1.85573, 1.75903], [2.02261, 1.88691, 1.96449], [2.63081, 2.78930, 2.81028], [1.83008, 5.04662, 5.20443], [2.72406, 5.65591, 3.81701], [3.43457, 4.39568, 4.81660], [-0.17229, 4.36146, 3.82687], [-1.12409, 2.69381, 2.30159], [2.61070, 1.13499, 1.45388], [3.70582, 2.74957, 2.94581], [-4.62367, 1.22363, 2.10590], [-3.19328, 1.37984, 1.19770], [-2.43805, 0.32000, 1.09010], [-3.03829, -0.75902, 1.77588], [-2.57426, -2.07118, 1.85156], [-3.30936, -3.00778, 2.53755], [-4.51300, -2.66517, 3.17214], [-4.99113, -1.37684, 3.11235], [-4.24385, -0.43801, 2.39978], [-2.94135, 2.32787, 0.74156], [-1.64308, -2.34193, 1.37859], [-2.95101, -4.02852, 2.59762], [-5.07371, -3.41967, 3.70850], [-5.91680, -1.09679, 3.60546]],
  "forces_ev_per_angstrom": [[0.5, 0.3, 0.6], [0.2, 0.0, 0.0], [-0.3, 0.1, -0.2], [0.0, 0.0, 0.3], [0.0, 0.0, 0.1], [0.2, 0.0, 0.0], [-0.1, 0.0, -0.4], [0.0, 0.0, 0.3], [0.2, 0.0, 0.0], [-0.3, 0.4, 0.0], [0.2, -0.5, 0.0], [0.0, -0.1, -0.3], [-0.2, -0.2, 0.3], [0.0, -0.1, 0.0], [-0.6, -0.1, -1.4], [0.3, -0.4, 0.9], [-0.3, -0.2, 0.0], [0.2, 0.0, -0.1], [0.0, -0.1, 0.3], [0.1, 0.1, -0.1], [0.0, -0.2, -0.1], [0.3, 0.3, -0.2], [0.0, 0.1, 0.1], [0.0, 0.0, 0.0], [0.0, -0.1, 0.0], [0.0, 0.1, -0.1], [0.1, 0.0, -0.1], [0.0, 0.0, -0.1], [-0.1, 0.0, 0.0], [-0.1, 0.0, 0.0], [0.0, 0.0, 0.0], [-0.1, 0.0, 0.0], [0.0, 0.0, 0.0], [-0.1, 0.0, 0.0], [0.0, 0.0, 0.0], [0.0, 0.0, 0.0], [0.0, 0.0, 0.0], [0.1, 0.0, 0.0], [0.0, 0.0, 0.0], [0.0, 0.1, 0.0], [0.0, 0.0, 0.0], [0.1, 0.0, -0.1], [0.1, 0.0, 0.1], [0.0, -0.1, 0.1], [0.0, 0.0, 0.1], [0.2, -0.1, 0.2], [0.0, -0.1, 0.1], [-0.1, 0.4, -0.1], [0.2, -0.3, 0.2], [-0.1, 0.0, -0.2], [0.1, 0.1, 0.3], [-0.1, 0.0, -0.3], [0.3, -0.2, 0.5], [-0.3, 0.1, -0.5], [0.0, 0.1, 0.1], [0.0, 0.0, 0.1], [0.0, 0.0, 0.1], [0.0, 0.1, 0.1], [0.0, 0.0, 0.0], [-0.1, 0.0, 0.0], [0.0, 0.2, -0.1], [-0.4, 0.3, -0.2], [0.2, 0.1, -0.2], [0.0, -0.5, 0.1], [-0.1, -0.1, -0.1], [0.1, 0.0, -0.1], [0.0, 0.0, 0.0], [0.1, 0.0, 0.0], [0.0, 0.0, -0.1], [0.0, 0.0, 0.1], [0.0, 0.0, 0.0], [0.0, 0.0, 0.0], [0.0, 0.0, 0.0], [0.0, 0.0, -0.1], [0.1, 0.1, 0.1], [0.0, 0.0, 0.1], [0.1, -0.2, 0.0], [-0.1, 0.5, 0.0], [-0.2, -0.2, 0.1], [0.1, 0.0, 0.1], [0.0, 0.0, 0.0], [0.0, 0.0, 0.0], [0.0, 0.0, 0.0], [0.1, 0.0, -0.1], [0.1, 0.0, -0.1], [-0.1, 0.0, 0.0], [-0.1, 0.0, 0.0], [-0.1, 0.1, 0.1], [0.0, -0.2, 0.1], [0.0, -0.1, 0.0], [0.1, 0.3, -0.2], [0.1, -0.1, -0.1], [0.0, -0.1, 0.0], [0.0, 0.0, 0.0], [-0.1, 0.0, 0.1], [0.0, 0.2, 0.0], [0.0, -0.1, 0.0], [0.0, 0.0, 0.0], [0.0, 0.0, 0.0], [0.0, 0.0, 0.0], [0.1, 0.0, -0.1]]
}

---

{
  "formula": "C21H44IrN4O3P",
  "method": "the ωB97M-V functional and the def2-TZVPD basis",
  "relative_energy_kcal_mol": 0.0,
  "lumo_ev": [-6.58, -6.58],
  "total_charge": 2,
  "symbols": ["Ir", "C", "O", "C", "C", "O", "C", "C", "O", "C", "H", "H", "H", "H", "H", "H", "H", "H", "H", "H", "H", "H", "H", "H", "N", "P", "N", "C", "C", "C", "C", "C", "N", "C", "C", "C", "C", "C", "N", "C", "C", "C", "C", "C", "H", "H", "H", "H", "H", "H", "H", "H", "H", "H", "H", "H", "H", "H", "H", "H", "H", "H", "H", "H", "H", "H", "H", "H", "H", "H", "H", "H", "H", "H"],
  "xyz": [[-0.53438, -1.61660, -0.68519], [-2.20934, -2.82498, -3.17422], [-2.07340, -2.81078, -1.74276], [-2.72752, -3.89179, -1.05945], [-2.44182, -3.64703, 0.41243], [-1.04354, -3.28090, 0.56588], [-0.08996, -4.38095, 0.50716], [0.39938, -4.55691, -0.91637], [0.79915, -3.24592, -1.33174], [1.42715, -3.19386, -2.62615], [-3.26711, -2.76207, -3.42757], [-1.77666, -3.74156, -3.57920], [-1.68112, -1.95273, -3.54573], [-2.34104, -4.84590, -1.42530], [-3.80154, -3.85454, -1.25481], [-2.66268, -4.50883, 1.04146], [-2.98859, -2.78069, 0.77867], [-0.56295, -5.28114, 0.89860], [0.72326, -4.08316, 1.16712], [-0.36638, -4.93620, -1.59475], [1.25226, -5.23935, -0.94181], [2.36042, -3.75394, -2.57945], [1.62383, -2.14596, -2.83220], [0.76628, -3.61560, -3.38436], [-0.08225, 0.02245, -0.40683], [0.26587, 1.46120, 0.44061], [1.14813, 1.01594, 1.72496], [1.29710, 2.01571, 2.81866], [2.74617, 2.11455, 3.27366], [3.35598, 0.73338, 3.58590], [2.34767, -0.38499, 3.34622], [1.76304, -0.30792, 1.94533], [-1.13341, 2.11192, 0.93465], [-1.92473, 1.33530, 1.91732], [-3.21961, 0.83803, 1.30293], [-4.08876, 2.01675, 0.81853], [-3.28168, 3.31360, 0.76120], [-1.90806, 3.10599, 0.14810], [1.05384, 2.49279, -0.55828], [2.52648, 2.35837, -0.66701], [2.88851, 1.41592, -1.80126], [2.37270, 1.95736, -3.14962], [1.40804, 3.12445, -2.94662], [0.39321, 2.87536, -1.84166], [0.63828, 1.72767, 3.64027], [0.95084, 2.98263, 2.45318], [2.77034, 2.76131, 4.15125], [3.32807, 2.62354, 2.50548], [3.71690, 0.69282, 4.61210], [4.22641, 0.56179, 2.94939], [1.54382, -0.34840, 4.08437], [2.82626, -1.35845, 3.45577], [1.00861, -1.09014, 1.80132], [2.55951, -0.46774, 1.21111], [-2.12729, 1.98770, 2.76963], [-1.30865, 0.51615, 2.29084], [-3.75180, 0.24092, 2.04460], [-2.97661, 0.17399, 0.46745], [-4.94146, 2.15888, 1.48150], [-4.49941, 1.79436, -0.16733], [-3.17494, 3.74985, 1.75565], [-3.80110, 4.05986, 0.15965], [-1.35286, 4.04551, 0.15090], [-2.01656, 2.77276, -0.88763], [2.91456, 2.01354, 0.28648], [2.93143, 3.35780, -0.82631], [2.44157, 0.43962, -1.58416], [3.96812, 1.26652, -1.82175], [1.88498, 1.16173, -3.71590], [3.20750, 2.29841, -3.76083], [0.84981, 3.32319, -3.86202], [1.95863, 4.04054, -2.72946], [-0.28714, 2.07352, -2.15194], [-0.19980, 3.77537, -1.68063]],
  "forces_ev_per_angstrom": [[0.9, 0.8, -0.4], [-0.1, 0.0, 0.1], [0.2, -0.2, 0.2], [-0.1, 0.2, 0.1], [0.0, 0.0, -0.2], [-0.1, 0.0, 0.0], [0.0, 0.1, -0.1], [0.1, 0.0, 0.2], [-0.4, -0.1, 0.1], [0.0, 0.0, 0.0], [0.0, 0.0, -0.1], [0.0, 0.0, 0.0], [0.0, 0.0, 0.0], [-0.1, 0.0, 0.1], [0.0, 0.0, 0.0], [0.0, 0.0, -0.1], [0.0, 0.0, 0.0], [0.0, 0.0, 0.0], [0.0, 0.0, -0.1], [0.0, 0.0, 0.0], [0.0, 0.1, 0.0], [0.0, 0.0, 0.0], [0.0, 0.0, 0.0], [0.0, 0.0, 0.0], [-0.7, -1.0, 0.6], [0.5, 0.4, 0.0], [-0.3, 0.3, -0.2], [0.0, 0.0, -0.1], [0.0, 0.0, 0.0], [0.0, 0.0, 0.0], [0.0, 0.0, 0.0], [0.0, -0.2, -0.1], [0.0, -0.3, -0.2], [0.1, 0.0, 0.2], [-0.1, -0.1, 0.0], [0.0, 0.0, 0.0], [0.0, 0.1, 0.0], [0.1, 0.2, 0.0], [-0.2, -0.3, 0.1], [0.0, 0.1, 0.1], [0.1, 0.0, 0.0], [0.0, 0.0, 0.0], [0.0, 0.0, 0.0], [-0.1, 0.1, -0.1], [0.0, 0.0, 0.0], [0.0, 0.0, 0.0], [0.0, 0.0, 0.0], [0.0, 0.0, 0.0], [0.0, 0.0, 0.0], [0.0, 0.0, 0.0], [0.0, 0.0, 0.0], [0.0, 0.0, 0.0], [0.1, 0.1, 0.0], [0.0, 0.0, 0.0], [0.0, 0.0, 0.0], [0.0, 0.0, 0.0], [0.0, 0.0, 0.0], [0.0, 0.0, 0.0], [0.0, 0.0, 0.0], [0.0, 0.0, 0.0], [0.0, 0.0, 0.0], [0.0, 0.0, 0.0], [0.0, 0.0, -0.1], [-0.1, 0.0, 0.1], [0.0, -0.1, 0.1], [0.0, 0.0, 0.0], [0.0, 0.0, 0.0], [0.0, 0.0, 0.0], [0.0, 0.0, 0.0], [0.0, 0.0, 0.0], [0.0, 0.0, 0.0], [0.0, 0.0, 0.0], [0.0, 0.0, 0.0], [0.1, -0.1, -0.1]]
}

---

{
  "formula": "C29H35O5Ru",
  "method": "the ωB97M-V functional and the def2-TZVPD basis",
  "spin_multiplicity": 5,
  "lumo_ev": [2.49, 2.49],
  "total_charge": -1,
  "symbols": ["C", "C", "C", "C", "H", "H", "C", "H", "H", "C", "H", "H", "C", "C", "C", "O", "O", "O", "O", "C", "H", "H", "H", "C", "H", "H", "H", "O", "H", "H", "C", "C", "H", "H", "H", "H", "H", "H", "Ru", "C", "C", "C", "H", "C", "C", "H", "H", "H", "H", "C", "C", "C", "H", "C", "C", "H", "H", "H", "H", "C", "C", "C", "C", "C", "C", "H", "H", "H", "H", "H"],
  "xyz": [[0.06498, -0.68706, -3.73158], [-0.42978, -1.68933, -2.65056], [-0.11825, 0.72851, -3.17309], [-1.23237, 0.57873, -2.12832], [-0.39347, 1.41957, -3.97224], [0.80916, 1.06973, -2.69480], [-0.92259, -0.83000, -1.48236], [0.37988, -2.37835, -2.37716], [-1.27633, -2.26475, -3.05459], [0.18653, -0.73276, -0.41503], [-1.82903, -1.24410, -1.01103], [-2.17885, 0.43618, -2.67584], [-1.40978, 1.71610, -1.21593], [1.51141, -0.84274, -4.14778], [-0.71508, -0.84645, -5.05009], [-1.51224, 0.01013, -5.38884], [2.36399, -1.44557, -3.51121], [1.79350, -0.22929, -5.31051], [-0.50706, -1.91738, -5.83846], [0.25702, -3.11334, -5.54623], [0.27842, -3.38834, -4.48195], [1.27420, -2.99563, -5.94170], [-0.25744, -3.89115, -6.11809], [3.19131, -0.26819, -5.58566], [3.74042, 0.23999, -4.78517], [3.32436, 0.24563, -6.53405], [3.54190, -1.30395, -5.64827], [-0.25044, -0.06612, 0.69889], [1.07902, -0.22806, -0.84743], [0.54454, -1.75642, -0.14107], [-2.76840, 2.01695, -0.75994], [-0.27980, 2.57101, -0.84798], [0.18758, 3.08555, -1.70575], [0.50957, 1.98041, -0.35093], [-0.59842, 3.33791, -0.12753], [-2.76940, 2.34743, 0.28940], [-3.41175, 1.12947, -0.84706], [-3.23193, 2.82445, -1.35679], [0.25958, -0.61688, 2.95078], [-1.44888, -1.26272, 4.17694], [-2.06504, -1.25644, 2.88145], [-1.42173, -2.23186, 2.07785], [-2.89437, -0.61717, 2.58070], [-0.30428, -2.75008, 2.80142], [-0.36009, -2.20938, 4.14834], [0.25205, -2.50121, 4.99532], [-1.77965, -0.72052, 5.05583], [-1.72028, -2.54225, 1.07861], [0.41471, -3.48407, 2.44267], [2.12315, 0.89245, 3.04402], [2.01849, -0.24183, 3.94056], [2.26075, -1.43237, 3.13393], [1.95971, -0.21519, 5.02126], [2.52046, -1.00115, 1.79069], [2.46085, 0.41471, 1.75236], [2.66622, 1.03988, 0.88505], [2.03802, 1.93567, 3.34626], [2.37117, -2.43859, 3.52983], [2.75152, -1.66520, 0.95934], [-1.37083, 3.69241, 4.78128], [-0.79835, 2.74439, 5.63705], [-0.35674, 1.51898, 5.11935], [-0.49474, 1.27168, 3.76409], [-1.07561, 2.18211, 2.90443], [-1.50630, 3.41818, 3.41358], [-1.71532, 4.64922, 5.18179], [-0.68750, 2.94478, 6.70692], [0.08319, 0.77168, 5.77996], [-1.17959, 1.93496, 1.84863], [-1.94597, 4.15701, 2.73640]],
  "forces_ev_per_angstrom": [[0.4, -0.5, -1.3], [-0.3, 0.1, -0.4], [-0.2, 0.1, 0.2], [0.0, -1.1, -0.3], [0.1, 0.0, 0.2], [-0.2, -0.1, -0.1], [0.6, 0.3, 0.3], [-0.2, 0.2, 0.1], [0.3, 0.0, 0.0], [-0.3, 0.1, 1.2], [0.3, 0.1, -0.1], [0.1, 0.0, -0.1], [0.1, -0.2, -0.3], [0.9, -1.2, 1.5], [-1.0, 1.4, 0.5], [0.7, -1.4, -0.2], [-0.9, 0.7, -0.7], [0.1, 0.0, 0.4], [-0.3, -0.4, -0.1], [-0.2, 0.4, 0.0], [0.0, 0.3, -0.4], [-0.2, 0.0, 0.2], [0.2, 0.1, 0.2], [0.4, 0.1, -0.2], [-0.1, -0.1, -0.2], [0.0, 0.0, 0.0], [0.0, 0.2, 0.0], [-0.3, 0.4, 0.5], [0.1, -0.2, -0.3], [-0.2, 0.0, -0.4], [-0.6, 0.1, 0.4], [0.7, 0.5, 0.5], [-0.1, 0.0, 0.1], [-0.2, 0.1, -0.1], [0.1, -0.1, -0.2], [-0.1, -0.1, -0.2], [0.0, 0.2, 0.1], [-0.1, -0.1, 0.1], [-3.3, 3.6, -2.1], [0.4, -1.3, 0.7], [0.2, -0.7, -0.4], [-0.5, -0.4, 0.3], [0.4, -0.2, 0.1], [-0.7, -0.9, 0.4], [-1.6, -1.1, 0.3], [-0.1, 0.1, -0.2], [0.1, 0.0, -0.3], [0.3, 0.4, 0.2], [-0.4, 0.1, 0.1], [1.1, -0.3, -0.4], [1.6, -0.2, 0.0], [1.7, 1.0, 0.1], [0.1, 0.1, -0.1], [0.5, -0.4, 0.6], [0.4, 0.4, 0.6], [-0.3, -0.2, 0.2], [-0.1, -0.4, -0.2], [-0.2, 0.3, -0.2], [-0.2, 0.2, 0.2], [0.0, 0.1, -0.1], [0.0, -0.2, -0.1], [-0.4, 1.0, 0.3], [1.1, -1.7, -0.9], [-0.3, 0.9, 0.2], [0.0, -0.3, 0.1], [0.1, -0.3, -0.1], [-0.1, 0.1, -0.3], [-0.1, 0.2, -0.1], [0.1, 0.0, 0.2], [0.1, -0.2, 0.3]]
}